This record from the OMol25 dataset describes a cluster of 9 separate species, C36H45F27O18 in total. The level of theory is the ωB97M-V functional and the def2-TZVPD basis.

## Properties
* electronic energy: -5449.48244 Eh
* HOMO: -10.8 eV
* ΔE to the lowest compared entry with this formula, charge and spin: 110.8 kcal per mole
* structure (SMILES): CCOC(=O)C(F)(F)F.CCOC(=O)C(F)(F)F.CCOC(=O)C(F)(F)F.CCOC(=O)C(F)(F)F.CCOC(=O)C(F)(F)F.CCOC(=O)C(F)(F)F.CCOC(=O)C(F)(F)F.CCOC(=O)C(F)(F)F.CCOC(=O)C(F)(F)F
* LUMO energy: 0.3 eV
* gap between HOMO and LUMO: 11.107 eV

Structure (XYZ):
```
126
Properties=species:S:1:pos:R:3:forces:R:3:lowdin_charge:R:1
C -3.2199 -4.3250 -0.6909 -0.779 -0.775 0.748 -0.060
C -2.9020 -5.7849 -0.2846 -0.147 1.739 0.804 -0.191
O -4.1247 -6.5169 -0.0852 -2.370 -0.394 0.336 -0.019
C -4.9212 -6.2783 1.0431 3.698 0.289 0.706 -0.281
O -4.4790 -5.6888 2.0086 -1.443 -0.608 -1.402 0.143
C -6.2987 -7.0196 1.0388 -0.272 1.096 1.309 -0.572
F -7.2945 -6.1345 1.2774 0.543 0.103 -0.047 0.150
F -6.5071 -7.5542 -0.1061 -0.392 -1.093 -1.994 0.217
F -6.4247 -7.9624 1.9885 0.738 0.342 -0.173 0.167
H -2.3276 -3.7606 -0.9614 -0.134 -0.120 -0.143 0.078
H -3.7592 -3.8065 0.1018 0.306 0.040 0.206 0.051
H -3.9612 -4.3962 -1.4869 0.371 0.214 -0.463 0.086
H -2.3685 -5.8458 0.6639 0.344 0.109 -0.193 0.118
H -2.3097 -6.1607 -1.1189 -0.454 -0.955 0.296 0.121
C 1.4545 1.0451 -6.8162 -0.930 1.001 1.574 -0.052
C 1.9269 1.0050 -5.3420 0.189 -0.952 -1.490 -0.212
O 1.2679 2.0339 -4.6030 0.890 2.173 1.375 -0.004
C 1.9896 3.1019 -4.1218 2.806 -0.466 -2.517 -0.292
O 3.1820 3.3334 -4.3686 -3.209 -0.772 0.840 0.119
C 1.1842 4.1020 -3.2506 -0.640 -2.215 -1.321 -0.576
F 1.4228 5.3612 -3.5719 -0.532 -0.186 -0.028 0.201
F -0.1222 3.7457 -3.3133 0.215 1.203 -0.190 0.150
F 1.5605 3.8685 -2.0265 0.621 0.364 1.906 0.189
H 1.6799 0.1238 -7.3533 0.168 0.373 -0.089 0.082
H 1.7280 1.9984 -7.2686 0.672 -0.382 -0.411 0.079
H 0.3794 1.1823 -6.7003 -0.307 -0.531 -0.409 0.074
H 3.0166 1.0220 -5.3250 -0.107 0.376 0.616 0.121
H 1.5474 0.0749 -4.9188 0.248 0.040 0.227 0.122
C -0.3377 4.5032 1.2620 -0.828 -0.745 -0.648 -0.048
C -0.4546 4.1108 2.7399 0.451 1.939 0.604 -0.224
O -0.0656 2.7881 2.9195 0.962 -4.477 1.314 -0.038
C -0.1248 2.0581 4.1285 -2.624 4.463 0.402 -0.226
O -0.6201 2.5699 5.1524 2.082 -2.374 -3.214 0.129
C 0.3744 0.5584 4.0551 -0.774 1.136 -0.581 -0.532
F 1.5247 0.5029 4.6853 1.056 -0.201 -0.091 0.190
F -0.4847 -0.1674 4.7517 -0.303 -0.389 -0.388 0.181
F 0.5037 0.0471 2.7897 -0.137 0.601 1.466 0.133
H -0.7369 5.4853 1.0087 0.266 0.262 0.622 0.085
H -0.9612 3.8661 0.6346 -0.329 -0.324 0.295 0.062
H 0.6312 4.3825 0.7775 0.376 0.209 0.677 0.063
H -1.4246 4.3259 3.1880 -0.292 -0.306 -0.339 0.131
H 0.2368 4.7049 3.3375 0.123 0.314 -0.019 0.118
C -11.9616 1.8934 -3.2408 0.268 -0.842 0.484 -0.066
C -10.7070 2.3851 -3.9725 -1.175 0.747 1.079 -0.208
O -9.5993 1.5051 -3.7801 2.060 -1.344 1.443 -0.016
C -8.7869 1.4617 -2.6330 -2.979 4.853 1.297 -0.245
O -8.9044 2.2593 -1.6569 0.642 -3.606 -4.030 0.107
C -7.7178 0.3582 -2.7120 0.015 1.922 1.128 -0.604
F -6.4940 0.9249 -2.4991 -0.867 -0.653 -0.174 0.145
F -8.0150 -0.4702 -1.7362 0.338 -0.822 0.980 0.194
F -7.7176 -0.2967 -3.8181 0.296 -0.698 -1.649 0.223
H -12.8295 2.5459 -3.1459 0.413 0.562 -0.429 0.079
H -11.7018 1.6296 -2.2156 0.028 -0.123 0.029 0.074
H -12.3292 1.0034 -3.7515 0.053 -0.176 0.145 0.075
H -10.4374 3.3803 -3.6189 0.094 0.043 -0.233 0.122
H -10.9805 2.3706 -5.0275 0.816 0.136 -0.074 0.122
C -3.8294 -2.0215 3.2726 -0.847 -0.322 0.010 -0.063
C -2.7873 -2.7353 4.0501 0.579 0.362 1.039 -0.179
O -3.2503 -4.0293 4.6210 -0.653 0.475 0.128 0.028
C -4.0769 -3.9740 5.6783 0.634 5.155 1.725 -0.297
O -4.3924 -2.9099 6.3248 1.156 -4.769 -2.910 0.084
C -4.5379 -5.3687 6.1089 0.865 -0.340 -0.542 -0.591
F -5.4180 -5.2515 7.0657 -0.244 -0.238 0.913 0.200
F -5.0898 -5.9817 5.0890 -0.931 -0.363 -1.085 0.183
F -3.5151 -6.1905 6.4636 -0.198 0.862 0.571 0.149
H -4.6397 -1.8392 3.9786 -0.392 0.140 -0.502 0.086
H -4.1178 -2.6375 2.4208 -0.402 0.054 0.099 0.069
H -3.4719 -1.0721 2.8739 0.185 -0.015 0.227 0.075
H -2.5061 -2.1188 4.9039 0.189 -0.125 0.020 0.113
H -1.9179 -2.8688 3.4063 0.055 -0.910 0.411 0.125
C 7.9377 -5.0865 -0.2758 0.653 0.367 -0.260 -0.054
C 7.8694 -3.6896 -0.8998 0.192 -0.163 0.209 -0.194
O 6.5133 -3.2883 -1.1554 -1.676 1.100 0.319 0.003
C 5.7855 -2.5046 -0.3206 1.752 -1.542 1.245 -0.337
O 6.1550 -2.1429 0.7745 -0.847 -0.101 -1.369 0.138
C 4.3548 -2.2513 -0.8772 0.726 0.820 -1.154 -0.583
F 3.4229 -2.4159 0.0218 -0.524 -0.588 1.054 0.198
F 4.2666 -0.9911 -1.2945 0.349 0.975 0.117 0.155
F 4.0687 -2.9719 -1.9529 0.014 -0.962 -0.080 0.175
H 7.2707 -5.8199 -0.7291 -0.183 0.223 0.193 0.082
H 7.8529 -4.9967 0.8071 -0.598 -0.187 -0.071 0.079
H 8.9500 -5.4684 -0.4077 0.133 0.020 -0.220 0.076
H 8.2876 -3.5715 -1.8994 0.308 -0.506 0.158 0.126
H 8.4125 -3.0249 -0.2280 -0.397 0.413 -0.063 0.122
C 6.3823 5.5722 -1.3773 -0.094 -0.186 -0.157 -0.051
C 5.9834 4.2910 -2.1797 -0.355 1.853 0.809 -0.162
O 6.8534 3.2394 -1.6831 0.305 -0.807 -0.658 0.028
C 6.3650 2.0158 -1.4217 -1.263 2.145 0.737 -0.364
O 5.1922 1.7553 -1.4339 0.629 -0.645 -0.127 0.140
C 7.4309 0.9800 -0.9805 0.142 0.468 0.459 -0.521
F 7.4103 0.0647 -1.9218 0.733 -0.862 -1.408 0.181
F 8.6860 1.4954 -0.8431 -1.360 -0.648 -0.013 0.154
F 7.0711 0.3046 0.1212 0.333 1.113 0.213 0.158
H 5.8834 6.4935 -1.6781 -0.337 -0.266 -0.615 0.072
H 7.4397 5.7641 -1.5593 0.080 -0.138 0.165 0.074
H 6.2043 5.5651 -0.3020 0.090 -0.692 0.021 0.063
H 6.1242 4.5610 -3.2263 0.845 -0.741 -0.156 0.120
H 4.9183 4.0596 -2.1799 0.153 -0.431 0.789 0.102
C 4.8405 0.4234 3.2989 1.067 0.357 0.414 -0.044
C 3.9956 0.9567 2.1637 0.289 -2.239 0.037 -0.249
O 3.5627 2.2498 2.3865 0.868 4.302 0.582 0.008
C 4.4457 3.3050 2.1826 2.126 -3.406 -2.599 -0.268
O 5.5143 3.2136 1.5528 -3.036 0.294 2.165 0.138
C 3.8920 4.6463 2.6050 -0.452 -1.731 0.792 -0.634
F 3.0648 4.5011 3.6451 -0.480 0.224 0.030 0.171
F 4.8482 5.4364 2.9623 1.244 1.288 0.296 0.222
F 3.2520 5.1347 1.5709 -0.878 0.855 -0.799 0.202
H 5.7844 0.9577 3.4062 0.000 0.376 -0.092 0.080
H 5.1848 -0.6021 3.1649 -0.529 -0.145 -0.255 0.079
H 4.3180 0.5214 4.2504 -0.125 -0.130 -0.048 0.077
H 3.0716 0.3829 2.2350 -0.057 -0.067 -0.689 0.113
H 4.4756 0.8606 1.1898 -0.041 -0.059 -0.027 0.112
C 1.4285 0.7376 -0.9176 0.168 -0.636 0.318 -0.029
C 0.2233 1.3777 -0.2022 3.056 1.268 -0.013 -0.236
O -0.8919 0.6843 -0.6192 -3.349 -1.194 0.436 0.033
C -2.0040 0.5660 0.1795 1.111 -0.402 -1.243 -0.312
O -2.1834 1.0422 1.2513 0.053 0.158 0.237 0.181
C -3.1140 -0.3390 -0.5030 1.359 -0.353 -0.142 -0.550
F -3.5537 -1.2902 0.3100 0.308 -0.258 0.675 0.155
F -4.1540 0.3926 -0.7948 -0.673 0.903 -0.667 0.199
F -2.6496 -0.9678 -1.6028 -0.180 0.485 0.159 0.149
H 1.4346 0.7830 -2.0066 -0.449 0.377 -0.036 0.069
H 1.4618 -0.3295 -0.6979 -0.149 -0.133 0.165 0.073
H 2.4052 1.1012 -0.5982 -0.164 0.422 0.210 0.068
H 0.2053 2.4341 -0.4699 -0.566 -0.046 -0.397 0.091
H 0.4024 1.4310 0.8717 -0.441 -0.627 0.085 0.100
```
Positions in Å, forces in eV/Å.

=====

This record from the OMol25 dataset describes a cluster of 4 separate species, C24H72N12O4P4 in total. The level of theory is the ωB97M-V functional and the def2-TZVPD basis.

## Properties
* electronic energy: -3281.09233 Eh
* HOMO: -8.0 eV
* ΔE to the lowest compared entry with this formula, charge and spin: 125.4 kcal per mole
* structure (SMILES): CN(C)P(=O)(N(C)C)N(C)C.CN(C)P(=O)(N(C)C)N(C)C.CN(C)P(=O)(N(C)C)N(C)C.CN(C)P(=O)(N(C)C)N(C)C
* LUMO energy: 0.3 eV
* gap between HOMO and LUMO: 8.357 eV

Structure (XYZ):
```
116
Properties=species:S:1:pos:R:3:forces:R:3:lowdin_charge:R:1
O 4.4164 2.2442 -11.4552 -0.350 -0.630 0.456 -0.293
P 3.6687 1.1942 -12.1842 -0.751 -1.341 -0.626 0.571
N 1.9754 1.3934 -12.3614 1.704 -1.238 0.083 -0.305
C 1.6156 2.3673 -13.3466 -1.855 0.914 0.453 -0.168
C 0.9505 1.1899 -11.2407 2.542 0.123 -1.947 -0.031
N 3.7414 -0.4302 -11.5772 -1.621 -0.273 -0.493 -0.275
C 2.9559 -1.5629 -12.2893 1.359 1.610 -0.486 -0.093
C 3.8977 -0.6298 -10.1396 1.304 1.136 -0.082 -0.142
N 4.3031 1.1583 -13.7428 -2.074 -2.473 -0.557 -0.270
C 5.2724 2.1124 -14.1938 0.809 0.347 -0.505 -0.137
C 3.9969 0.0658 -14.7888 1.176 1.385 -0.209 -0.074
H 0.5392 2.2746 -13.4912 -0.102 -0.263 -0.238 0.042
H 2.0398 2.3198 -14.3495 0.550 -0.303 0.388 0.084
H 1.6783 3.3708 -12.9256 0.465 0.523 -0.294 0.083
H 0.0605 1.3722 -11.8429 -0.522 0.010 1.173 0.077
H 1.2390 1.8579 -10.4291 -0.872 0.333 0.036 0.083
H 1.0408 0.1699 -10.8672 -0.265 -0.035 -0.193 0.060
H 3.7280 -2.3050 -12.4924 -0.335 -0.396 0.112 0.072
H 2.0485 -2.0101 -11.8836 0.258 0.291 1.068 0.074
H 2.6042 -1.2066 -13.2576 0.186 0.163 0.154 0.038
H 4.6835 0.0488 -9.8077 0.291 0.123 -0.098 0.060
H 3.0770 -0.2934 -9.5061 -0.597 -0.720 -0.080 0.070
H 4.3127 -1.6131 -9.9183 -0.588 -0.206 0.018 0.082
H 5.1923 3.1060 -13.7528 -0.404 -0.122 -0.001 0.083
H 6.3023 1.7994 -14.0221 0.210 -0.235 0.201 0.073
H 5.1597 2.1504 -15.2773 0.025 0.596 -0.010 0.054
H 4.1836 -0.9698 -14.5046 0.057 0.363 0.316 0.062
H 4.6368 0.2833 -15.6440 0.925 -0.164 0.398 0.062
H 3.1065 0.1175 -15.4155 -1.188 0.282 1.130 0.075
O 9.7064 0.8005 -13.6288 -0.074 -0.519 1.702 -0.331
P 9.5023 0.5388 -12.1617 -0.211 0.374 0.073 0.622
N 8.8956 -1.0849 -11.7653 1.102 1.721 1.069 -0.271
C 7.5966 -1.5098 -12.3438 0.774 0.179 0.035 -0.118
C 9.7235 -2.0857 -10.9626 -0.386 0.204 -1.140 -0.094
N 8.4181 1.7460 -11.5833 -0.175 -0.692 0.077 -0.294
C 7.7377 1.6845 -10.3156 -1.079 -1.090 0.844 -0.168
C 8.3659 3.1220 -12.1349 0.165 -1.089 0.548 -0.093
N 10.9284 0.7873 -11.2624 0.101 -0.022 0.525 -0.304
C 12.1012 1.3852 -11.9676 -0.629 -0.897 -0.255 -0.113
C 11.1027 0.9194 -9.7460 -0.536 0.275 -2.547 -0.084
H 7.7796 -1.9819 -13.3090 -0.206 -0.263 -0.024 0.075
H 6.9047 -0.6857 -12.5177 0.321 0.395 0.072 0.059
H 7.0514 -2.1740 -11.6733 0.282 -0.218 0.090 0.070
H 9.1699 -2.9962 -10.7331 -0.839 0.472 0.308 0.068
H 10.1869 -1.7024 -10.0536 -0.427 0.326 -0.058 0.053
H 10.5330 -2.5658 -11.5125 0.320 0.625 -0.614 0.066
H 7.5953 0.6682 -9.9483 0.246 -0.436 -0.391 0.067
H 8.1196 2.1733 -9.4193 0.959 0.636 -0.248 0.073
H 6.7102 2.0439 -10.3718 -0.135 0.247 -0.503 0.054
H 7.3522 3.4826 -11.9606 -0.277 -0.109 -0.651 0.070
H 8.9512 3.7968 -11.5102 0.608 0.082 -0.175 0.074
H 8.6912 3.1010 -13.1750 -0.154 0.266 0.129 0.068
H 12.7148 0.5588 -12.3262 0.326 0.178 -0.125 0.075
H 11.8010 1.9841 -12.8274 -0.107 -0.097 0.058 0.068
H 12.7032 2.0125 -11.3101 -0.230 -0.067 0.220 0.072
H 11.2073 1.9879 -9.5579 0.055 0.030 0.324 0.071
H 12.0507 0.4179 -9.5514 -0.290 -0.159 0.608 0.077
H 10.2268 0.5635 -9.2035 0.294 -0.316 -0.023 0.063
O -1.3285 7.7820 -16.3484 0.898 0.820 0.284 -0.272
P -1.5227 6.3541 -16.1457 -0.500 -3.760 -0.262 0.572
N -3.1846 5.9303 -15.9733 0.112 -0.874 -0.404 -0.306
C -4.0673 5.9700 -17.1704 0.409 0.691 0.074 -0.110
C -3.7926 6.4174 -14.7036 0.326 -0.635 -0.806 -0.107
N -0.8338 5.5869 -14.7489 -1.202 1.990 -1.046 -0.329
C -0.9396 4.1665 -14.3801 0.019 2.218 -1.012 -0.104
C 0.3670 6.1847 -14.2654 1.076 -0.710 1.047 -0.145
N -0.8798 5.4074 -17.4317 0.179 0.510 -0.678 -0.282
C 0.0069 5.9348 -18.5540 -1.284 -0.049 1.432 -0.078
C -1.2210 3.9703 -17.6429 0.022 1.272 0.880 -0.117
H -4.0652 5.1423 -17.8797 0.913 -0.485 0.319 0.064
H -3.7995 6.8561 -17.7459 -0.473 0.197 -0.186 0.076
H -5.1234 5.9767 -16.9008 0.131 0.500 0.466 0.075
H -3.8566 7.5051 -14.6730 0.472 0.123 0.309 0.081
H -3.1731 5.9352 -13.9475 -0.239 0.739 0.482 0.063
H -4.8222 6.0831 -14.5755 0.063 -0.422 -0.304 0.075
H -1.9503 3.9324 -14.7144 0.181 -0.980 0.431 0.080
H -0.1199 3.6434 -14.8726 -0.311 -0.507 -0.233 0.056
H -0.7259 4.1486 -13.3114 -0.581 -0.413 0.161 0.079
H 1.2392 5.5960 -14.5497 0.492 0.095 -0.896 0.071
H 0.5369 7.2436 -14.4600 -0.387 -0.186 -0.130 0.085
H 0.4227 5.9650 -13.1993 -0.271 0.672 0.571 0.074
H -0.6322 5.8779 -19.4351 0.582 -0.029 -0.422 0.075
H 0.3471 6.9610 -18.4147 -0.500 0.059 0.323 0.071
H 0.9291 5.3561 -18.6080 -0.230 -0.404 -0.216 0.060
H -2.1750 3.7933 -17.1462 -0.083 -0.232 -0.230 0.057
H -0.4890 3.3072 -17.1821 0.193 -0.066 -0.093 0.064
H -1.2796 3.7475 -18.7083 -0.152 0.070 0.004 0.077
O 8.0740 5.5985 -19.4273 1.671 0.922 -1.845 -0.256
P 6.9566 5.7015 -18.5349 -4.810 -0.772 3.941 0.595
N 6.7226 4.2556 -17.6096 -0.847 0.214 0.421 -0.296
C 6.2638 2.9543 -18.2372 0.996 1.363 0.688 -0.079
C 7.7165 3.9400 -16.5377 -0.502 -0.654 -1.167 -0.107
N 5.3637 5.9829 -19.2565 2.583 -0.891 2.255 -0.309
C 4.1641 5.5501 -18.5545 -0.216 -0.076 -1.441 -0.142
C 5.3344 6.2468 -20.6575 1.137 -0.596 -0.375 -0.137
N 7.0223 6.8778 -17.2595 -0.633 -0.300 0.673 -0.291
C 6.0002 6.9885 -16.1124 1.097 -1.069 -1.831 -0.068
C 7.7216 8.1130 -17.4877 1.258 0.577 -0.277 -0.162
H 6.0156 2.2636 -17.4313 -0.099 0.109 0.137 0.054
H 7.1437 2.5392 -18.7288 -0.239 -0.291 -0.528 0.080
H 5.3855 3.0346 -18.8778 0.330 0.307 -0.138 0.065
H 7.3540 3.1403 -15.8918 -0.685 0.337 0.325 0.053
H 8.0068 4.8078 -15.9456 0.162 -0.118 -0.354 0.075
H 8.5212 3.3871 -17.0223 0.865 0.622 0.064 0.081
H 4.2979 5.4198 -17.4806 -0.077 0.209 -0.300 0.066
H 3.3392 6.1957 -18.8558 -0.027 0.685 0.697 0.070
H 3.8032 4.6263 -19.0068 0.120 -0.764 0.280 0.059
H 6.2023 5.7548 -21.0966 0.111 -0.144 -0.235 0.064
H 4.4850 5.7493 -21.1255 -0.330 0.726 -0.154 0.087
H 5.5549 7.2998 -20.8325 -1.007 0.210 -0.528 0.083
H 6.2811 7.7155 -15.3504 0.441 0.044 -0.339 0.078
H 5.0374 7.2763 -16.5345 -0.129 -0.064 0.225 0.064
H 5.9867 5.9994 -15.6544 -0.485 0.094 0.099 0.056
H 7.2117 9.0599 -17.3104 -1.096 -0.227 -0.433 0.074
H 8.1510 8.1260 -18.4895 -0.037 0.100 -0.033 0.072
H 8.5538 8.2772 -16.8032 0.460 -0.589 0.211 0.073
```
Positions in Å, forces in eV/Å.